Entry 1:
This record from the Open Molecules 2025 dataset describes a structure of composition C60H51ClF5GeN3O3PReS in a non-equilibrium geometry. The level of theory is ωB97M-V/def2-TZVPD.

Properties
DFT total energy = -178540.6165 eV
Spin multiplicity = 4
Total charge = -1

Each line ends with the Löwdin charge.
Element x y z (Å)
Re -0.00798 0.39491 -0.10997  0.89
F 4.76042 4.22532 4.38489  0.11
C 3.68562 3.80136 3.72042  -0.17
C 3.75993 2.72481 2.87399  -0.16
F 4.92517 2.09063 2.72212  0.11
C 2.64099 2.30050 2.18044  -0.24
F 2.83209 1.25636 1.37348  0.05
C 1.39168 2.90946 2.29108  -0.52
S -0.08935 2.47127 1.47030  0.61
C 1.37194 3.99216 3.17422  -0.27
F 0.23733 4.65882 3.37573  0.07
C 2.47691 4.43453 3.86735  -0.16
F 2.38260 5.48227 4.68874  0.11
O -3.88226 -0.70118 -1.33383  0.03
C -3.11106 -0.61972 -0.38319  -0.62
O -2.33317 0.37060 -0.11329  -0.21
C -3.15044 -1.76586 0.63700  -0.11
C -4.35255 -2.47650 0.69581  -0.02
C -4.59106 -3.41196 1.68767  -0.08
C -3.61930 -3.65893 2.65298  -0.09
C -2.40842 -2.99052 2.58546  -0.10
C -2.15078 -2.05412 1.57315  -0.27
P -0.48554 -1.27307 1.55522  0.97
C -0.42142 -0.70489 3.30933  -0.35
C -1.41200 0.20079 3.69794  -0.12
C -1.43136 0.71627 4.98382  -0.10
C -0.45530 0.33695 5.90164  -0.09
C 0.53043 -0.56196 5.52593  -0.09
C 0.54561 -1.08358 4.23212  -0.08
C 0.70503 -2.66205 1.50608  -0.36
C 2.05925 -2.31701 1.57710  -0.12
C 3.04445 -3.29094 1.51066  -0.08
C 2.69056 -4.62485 1.34176  -0.10
C 1.35268 -4.97054 1.22298  -0.09
C 0.36284 -3.99470 1.30371  -0.08
H -5.09394 -2.25166 -0.06070  0.11
H -5.54123 -3.93809 1.72284  0.10
H -3.80371 -4.36797 3.45423  0.10
H -1.64818 -3.18981 3.33091  0.11
H -2.16310 0.50824 2.97908  0.10
H -2.19984 1.42896 5.26603  0.01
H -0.46196 0.74692 6.90563  0.10
H 1.29221 -0.86525 6.23742  0.10
H 1.31731 -1.78889 3.95024  0.09
H 2.33905 -1.26899 1.65589  0.09
H 4.08914 -3.00657 1.57202  0.10
H 3.45738 -5.38894 1.28507  0.10
H 1.07181 -6.00516 1.06063  0.10
H -0.67393 -4.27895 1.18653  0.10
C 0.44311 -0.97449 -1.31815  -0.43
Ge 0.22821 -1.32383 -3.19261  0.84
C -1.57343 -1.25376 -3.95278  -0.27
C -2.17835 -0.02179 -4.22442  -0.13
C -3.47403 0.05098 -4.72129  -0.09
C -4.19584 -1.11589 -4.94384  -0.10
C -3.62053 -2.34667 -4.65976  -0.09
C -2.32139 -2.41326 -4.16923  -0.11
C 1.02257 -3.04939 -3.69942  -0.28
C 0.77921 -3.64106 -4.94552  -0.11
C 1.51660 -4.74454 -5.36959  -0.10
C 2.51429 -5.26978 -4.55314  -0.11
C 2.75891 -4.70015 -3.30701  -0.10
C 2.01589 -3.59921 -2.88421  -0.11
C 1.40194 -0.07795 -4.19542  -0.27
C 2.72807 0.05518 -3.75389  -0.13
C 3.62717 0.89470 -4.40518  -0.11
C 3.21561 1.63164 -5.51045  -0.11
C 1.90747 1.51325 -5.96450  -0.10
C 1.01158 0.66113 -5.31738  -0.11
H -1.63114 0.89463 -4.02699  0.08
H -3.92839 1.01590 -4.91939  0.10
H -5.21061 -1.06354 -5.31965  0.09
H -4.19127 -3.25734 -4.80803  0.10
H -1.88904 -3.38236 -3.93475  0.10
H 0.01043 -3.22997 -5.59579  0.09
H 1.31839 -5.19027 -6.34014  0.09
H 3.10026 -6.11913 -4.88852  0.09
H 3.53225 -5.11225 -2.66413  0.09
H 2.19507 -3.15724 -1.90393  0.08
H 3.05528 -0.50373 -2.87633  0.10
H 4.65008 0.97727 -4.04854  0.10
H 3.90898 2.29488 -6.01588  0.09
H 1.58392 2.08057 -6.82823  0.09
H 0.00136 0.56326 -5.70434  0.08
C 0.62000 6.49574 -1.50532  -0.04
C -0.59444 6.93077 -2.33529  -0.51
C -1.16563 8.18007 -1.64810  -0.04
C -0.10146 7.31882 -3.73872  -0.05
C -1.69888 5.82773 -2.46097  -0.41
O -2.80114 6.32008 -3.24650  -0.02
C -2.17187 5.27610 -1.09202  -0.09
C -3.41181 5.88580 -0.41946  -0.13
C -3.64654 5.14807 0.88171  -0.23
C -2.96476 5.51682 2.03881  -0.04
C -3.08495 4.78280 3.21101  -0.10
C -3.89887 3.66286 3.22487  -0.64
Cl -4.04758 2.72691 4.69095  0.71
C -4.58838 3.27087 2.09162  -0.09
C -4.45777 4.01796 0.92689  -0.03
C -1.31652 4.60625 -3.32253  -0.04
N -0.43579 3.64076 -2.68756  -0.08
C -0.82066 2.61653 -1.94101  -0.17
N 0.23934 1.96766 -1.52680  -0.11
C 1.28602 2.61030 -2.11937  -0.16
N 0.91713 3.64152 -2.83950  0.13
H 1.37174 7.29272 -1.55509  0.09
H 1.08394 5.59025 -1.88381  0.06
H 0.37303 6.34979 -0.45031  0.08
H -0.37840 8.93765 -1.59473  0.09
H -1.48234 7.97132 -0.62401  0.08
H -2.00174 8.63569 -2.19521  0.09
H 0.44386 8.26769 -3.68828  0.08
H -0.93327 7.44136 -4.43587  0.09
H 0.58586 6.56542 -4.13752  0.08
H -3.15660 7.10354 -2.81889  0.08
H -1.34209 5.29451 -0.38337  0.11
H -2.42350 4.22287 -1.22009  0.10
H -4.27575 5.76455 -1.07401  0.12
H -3.28905 6.95126 -0.21888  0.10
H -2.30905 6.38487 2.02255  0.12
H -2.53909 5.06586 4.10243  0.11
H -5.20817 2.38309 2.11455  0.11
H -4.98254 3.69739 0.03001  0.12
H -0.89364 4.88949 -4.28146  0.13
H -2.25921 4.09969 -3.50822  0.14
H -1.84058 2.38087 -1.65028  0.14
H 2.31611 2.31269 -1.98697  0.12

=====

Entry 2:
This record from the Open Molecules 2025 dataset describes a structure of composition C60H52CuN8O3PS. The level of theory is ωB97M-V/def2-TZVPD.

Properties
DFT total energy = -145890.4583 eV
Spin multiplicity = 2
Total charge = +1

Each line ends with the Löwdin charge.
Element x y z (Å)
Cu 0.32640 0.03016 -0.27434  0.60
C 0.44204 4.41056 3.14491  -0.01
N 0.04482 3.06652 2.73281  -0.05
C 0.41921 2.41078 1.60344  -0.43
N -0.12417 1.20430 1.56331  0.11
C -0.89817 1.07842 2.69058  -0.15
C -0.80481 2.23933 3.42838  -0.11
C -1.36687 2.57025 4.75172  -0.18
C -1.17060 1.68638 5.81186  -0.02
C -1.71954 1.95508 7.05633  -0.06
C -2.46557 3.10989 7.25462  -0.07
C -2.66333 3.99486 6.20422  -0.07
C -2.11982 3.72389 4.95646  -0.04
C -1.76366 -0.08860 2.95030  -0.18
C -1.27634 -1.37964 2.78613  -0.03
C -2.11158 -2.47147 2.96409  -0.05
C -3.43816 -2.28306 3.32532  -0.07
C -3.92866 -0.99484 3.50541  -0.07
C -3.09645 0.09809 3.31427  -0.03
P 1.44099 3.14652 0.29754  1.19
C 2.63338 1.79710 0.05230  -0.41
N 2.35444 0.53284 -0.24220  0.09
C 3.55428 -0.12433 -0.36103  -0.15
C 4.57492 0.75448 -0.08963  -0.10
N 3.97339 1.96617 0.16168  -0.04
C 4.67009 3.22543 0.42418  -0.01
C 6.03581 0.55752 -0.13080  -0.19
C 6.62043 0.00473 -1.26845  -0.02
C 7.98817 -0.21545 -1.31326  -0.06
C 8.78475 0.11880 -0.22556  -0.07
C 8.20914 0.67014 0.91070  -0.07
C 6.83921 0.88540 0.95955  -0.04
C 3.68201 -1.55007 -0.71869  -0.20
C 4.51464 -2.38439 0.02815  -0.03
C 4.66110 -3.71705 -0.32215  -0.06
C 3.97678 -4.23099 -1.41788  -0.06
C 3.13890 -3.41138 -2.15955  -0.06
C 2.99600 -2.07439 -1.81306  -0.03
C 0.41263 2.77817 -1.15775  -0.41
N 0.06507 1.56564 -1.56603  0.06
C -0.64621 1.70015 -2.72295  -0.16
C -0.71261 3.03517 -3.04616  -0.09
N -0.03319 3.70121 -2.04497  -0.04
C 0.17992 5.14537 -1.97502  -0.01
C -1.28766 3.70069 -4.23120  -0.18
C -2.18300 4.76128 -4.10604  -0.04
C -2.72251 5.36215 -5.23469  -0.07
C -2.37730 4.90229 -6.49737  -0.07
C -1.49078 3.84092 -6.62897  -0.06
C -0.94651 3.24355 -5.50341  -0.02
C -1.24349 0.54533 -3.41633  -0.18
C -0.48377 -0.59750 -3.64493  -0.03
C -1.04770 -1.70367 -4.26249  -0.07
C -2.37543 -1.66845 -4.66259  -0.07
C -3.13880 -0.52827 -4.44045  -0.07
C -2.57848 0.57405 -3.81440  -0.04
H 1.38815 4.66895 2.67893  0.07
H -0.30841 5.14454 2.85616  0.10
H 0.55612 4.43031 4.22515  0.10
H -0.59191 0.78516 5.64966  0.12
H -1.56243 1.26286 7.87323  0.11
H -2.89739 3.31704 8.22565  0.11
H -3.24923 4.89252 6.35337  0.11
H -2.30052 4.40585 4.13323  0.11
H -0.24645 -1.52974 2.49876  0.09
H -1.72263 -3.47134 2.81214  0.09
H -4.09059 -3.13684 3.46173  0.10
H -4.96406 -0.83959 3.78099  0.11
H -3.49051 1.10177 3.42483  0.12
H 5.66361 3.17047 -0.00885  0.10
H 4.12597 4.04535 -0.03391  0.07
H 4.75863 3.40690 1.49400  0.10
H 5.99663 -0.25820 -2.11476  0.12
H 8.43351 -0.64587 -2.20068  0.11
H 9.85244 -0.05527 -0.26178  0.11
H 8.82464 0.92373 1.76389  0.11
H 6.39032 1.28735 1.86121  0.12
H 5.04012 -1.98834 0.88930  0.12
H 5.30503 -4.35836 0.26616  0.11
H 4.08990 -5.27293 -1.68816  0.11
H 2.57672 -3.80623 -2.99297  0.11
H 2.33749 -1.43885 -2.39588  0.10
H 0.24373 5.54102 -2.98389  0.10
H -0.64074 5.63414 -1.45330  0.10
H 1.10751 5.34932 -1.44939  0.07
H -2.48296 5.10361 -3.12186  0.11
H -3.42101 6.18181 -5.12647  0.11
H -2.80196 5.36690 -7.37806  0.11
H -1.22040 3.47800 -7.61207  0.11
H -0.25736 2.41400 -5.60492  0.12
H 0.55158 -0.62440 -3.32193  0.10
H -0.45690 -2.59829 -4.41372  0.11
H -2.81963 -2.53765 -5.12982  0.11
H -4.18002 -0.50684 -4.73611  0.11
H -3.17929 1.45336 -3.61490  0.12
C -3.14750 -7.02155 3.40645  -0.04
C -2.66730 -6.29910 2.17422  -0.27
C -3.56563 -5.83660 1.21663  -0.03
C -3.12383 -5.16512 0.08483  -0.05
C -1.76229 -4.95920 -0.09419  -0.27
C -0.84595 -5.41977 0.84348  -0.06
C -1.30491 -6.08158 1.97012  -0.05
S -1.19811 -4.05280 -1.50048  0.59
O 0.15192 -4.48510 -1.75666  -0.31
O -2.19095 -4.21468 -2.53056  -0.30
N -1.06842 -2.54039 -0.98343  -0.11
C -2.06186 -1.61884 -0.96644  -0.33
C -3.41941 -1.82983 -1.31820  0.00
C -4.31828 -0.80626 -1.19770  -0.05
C -3.90308 0.44907 -0.73376  -0.07
C -2.58045 0.59520 -0.42614  -0.15
N -1.67370 -0.39098 -0.54015  0.06
H -4.19889 -7.29212 3.32045  0.08
H -3.03114 -6.39701 4.29495  0.08
H -2.57385 -7.93454 3.57260  0.08
H -4.62648 -6.01389 1.35373  0.12
H -3.82344 -4.82152 -0.66625  0.11
H 0.21342 -5.27038 0.67432  0.11
H -0.59225 -6.44670 2.70159  0.12
H -3.71005 -2.79940 -1.69245  0.09
H -5.35546 -0.96954 -1.46538  0.12
H -4.59127 1.27445 -0.61720  0.11
H -2.19079 1.54341 -0.07249  0.11
O 0.77370 -1.78405 0.55236  -0.11
H 1.63484 -2.11264 0.25707  0.04
H 0.07035 -2.26479 -0.05224  0.01

=====

Entry 3:
This record from the Open Molecules 2025 dataset describes a structure of composition C60H64F4N10O4S in a non-equilibrium geometry. The level of theory is ωB97M-V/def2-TZVPD.

Properties
DFT total energy = -108051.8312 eV

Each line ends with the Löwdin charge.
Element x y z (Å)
C 3.76533 1.10372 -1.30425  -0.09
C 2.94353 1.96814 -0.32282  -0.21
C 1.57228 2.31971 -0.86787  -0.21
N 0.84887 1.10026 -1.24568  0.03
C -0.39855 1.38814 -1.87019  -0.34
O -1.21519 2.34172 -1.18447  -0.13
S -2.40326 2.62097 -2.25522  0.61
O -2.06052 3.57016 -3.25087  -0.20
O -3.54357 2.89748 -1.45339  -0.22
O -2.47651 1.13873 -2.79326  -0.14
C -1.35060 0.28480 -2.30674  -0.21
C -0.99367 -0.54329 -3.53455  -0.07
C 0.34013 -1.32801 -3.49463  -0.10
C 0.45791 -2.31667 -2.35480  -0.22
C 1.19086 -2.10185 -1.19029  -0.05
C 1.24727 -3.04536 -0.16205  -0.10
C 0.57661 -4.24888 -0.29323  -0.11
C -0.13458 -4.48652 -1.46585  -0.07
C -0.19331 -3.54032 -2.48222  -0.05
C -2.05704 -0.57584 -1.16969  -0.36
F -2.24239 -1.83339 -1.59093  0.12
F -3.28599 -0.09470 -0.90502  0.13
C -1.29102 -0.59081 0.19564  -0.27
F -1.49385 -1.82074 0.74104  0.06
F -1.84559 0.31062 1.01875  0.11
H 3.26621 0.97018 -2.26563  0.02
H 4.73334 1.54506 -1.52824  0.07
H 3.94912 0.10152 -0.92522  0.07
H 3.47738 2.90346 -0.17928  0.10
H 2.86120 1.44758 0.62627  0.11
H 1.67058 3.05001 -1.68189  0.12
H 1.01357 2.79185 -0.06199  0.10
H 1.40227 0.62628 -1.95221  0.07
H -0.17707 1.89928 -2.83350  0.14
H -0.92331 0.16491 -4.36068  0.13
H -1.80783 -1.20569 -3.80336  0.12
H 1.21303 -0.68606 -3.58302  0.09
H 0.35913 -1.93917 -4.39661  0.11
H 1.74209 -1.18621 -1.04297  0.09
H 1.80168 -2.82413 0.73121  0.08
H 0.62744 -4.96354 0.51373  0.11
H -0.64967 -5.43133 -1.57766  0.09
H -0.76659 -3.74227 -3.37775  0.11
H -0.21722 -0.45920 0.11701  0.13
N -3.69308 -5.04967 2.20798  0.06
C -3.67502 -3.94655 1.45967  -0.15
C -4.80848 -3.20832 1.15253  -0.08
C -6.02815 -3.63969 1.64634  -0.09
C -6.06612 -4.78540 2.42480  -0.08
C -4.87450 -5.44887 2.67513  -0.16
H -2.70381 -3.64765 1.08948  0.09
H -4.73501 -2.31796 0.54092  0.10
H -6.93671 -3.09167 1.42780  0.11
H -6.99734 -5.15761 2.83003  0.10
H -4.85916 -6.34797 3.28214  0.10
N -3.51753 -5.39368 -2.54733  0.07
C -3.99952 -6.56755 -2.95274  -0.16
C -5.32962 -6.93721 -2.82939  -0.08
C -6.21079 -6.03767 -2.24999  -0.08
C -5.72805 -4.81329 -1.81998  -0.07
C -4.37812 -4.54169 -1.99177  -0.15
H -3.27635 -7.24295 -3.39797  0.10
H -5.66480 -7.90440 -3.17838  0.10
H -7.25779 -6.28841 -2.13520  0.10
H -6.38036 -4.08395 -1.36105  0.10
H -3.95548 -3.59627 -1.67264  0.09
N 3.02111 0.71523 -4.67302  0.05
C 3.59848 0.35514 -5.81738  -0.14
C 3.48958 1.07829 -6.99585  -0.06
C 2.73485 2.23895 -6.98994  -0.07
C 2.12434 2.63068 -5.80941  -0.06
C 2.30201 1.83812 -4.68800  -0.15
H 4.17410 -0.56315 -5.78188  0.11
H 3.98279 0.73592 -7.89485  0.10
H 2.62360 2.82955 -7.89001  0.11
H 1.52563 3.52980 -5.75718  0.11
H 1.84594 2.11781 -3.74317  0.08
N 4.38453 -4.11613 -1.72794  0.07
C 3.84158 -5.20929 -1.18826  -0.14
C 4.51878 -6.41492 -1.07338  -0.07
C 5.81636 -6.49533 -1.55077  -0.09
C 6.38879 -5.37009 -2.12070  -0.08
C 5.63164 -4.20989 -2.18261  -0.16
H 2.83245 -5.06842 -0.82447  0.07
H 4.03659 -7.27108 -0.62085  0.10
H 6.37324 -7.42109 -1.47947  0.10
H 7.39895 -5.38863 -2.50663  0.10
H 6.04207 -3.30348 -2.61571  0.10
N -0.19698 4.31906 2.00189  0.06
C -1.38760 4.35097 1.40231  -0.14
C -2.09666 5.51787 1.15905  -0.06
C -1.54216 6.71950 1.56690  -0.08
C -0.30608 6.70550 2.19554  -0.10
C 0.32237 5.48408 2.38624  -0.16
H -1.78396 3.38802 1.10242  0.10
H -3.05660 5.47960 0.66269  0.11
H -2.06445 7.65303 1.39773  0.11
H 0.16239 7.62159 2.53064  0.10
H 1.29147 5.42958 2.87109  0.10
N -0.27259 -2.99474 -7.17157  0.05
C -1.51593 -3.14738 -6.71584  -0.16
C -2.21475 -4.34332 -6.76619  -0.07
C -1.59058 -5.44627 -7.32488  -0.08
C -0.29914 -5.30780 -7.80525  -0.07
C 0.31146 -4.06702 -7.70302  -0.16
H -1.96792 -2.25783 -6.28896  0.10
H -3.22122 -4.40654 -6.37552  0.10
H -2.10223 -6.39839 -7.38333  0.10
H 0.22654 -6.14215 -8.24869  0.10
H 1.32354 -3.91794 -8.06345  0.10
N 1.08512 -2.75903 2.98275  0.06
C 0.36615 -1.96563 3.77513  -0.13
C 0.65397 -1.75182 5.11465  -0.07
C 1.74600 -2.40242 5.66487  -0.08
C 2.50303 -3.23544 4.85684  -0.07
C 2.13143 -3.37643 3.52897  -0.15
H -0.48367 -1.48101 3.30587  0.10
H 0.03565 -1.09336 5.70882  0.10
H 2.00313 -2.26320 6.70717  0.10
H 3.36301 -3.76364 5.24514  0.10
H 2.70043 -4.01618 2.86035  0.10
N -1.45818 7.61863 7.99626  0.04
C -1.58927 8.94469 7.98822  -0.17
C -1.67501 9.70286 6.83070  -0.07
C -1.61802 9.04793 5.61091  -0.08
C -1.48147 7.66922 5.59882  -0.06
C -1.40870 7.00539 6.81422  -0.16
H -1.62451 9.41809 8.96349  0.10
H -1.78179 10.77745 6.88597  0.10
H -1.67948 9.60383 4.68360  0.10
H -1.43320 7.11886 4.66938  0.08
H -1.30333 5.92660 6.84953  0.11
N 4.32779 8.08683 7.42052  0.05
C 4.70296 7.86598 8.67881  -0.16
C 3.81336 7.64708 9.72012  -0.08
C 2.45636 7.66133 9.44011  -0.08
C 2.04697 7.89115 8.13725  -0.06
C 3.01977 8.09551 7.17002  -0.15
H 5.77315 7.86547 8.85561  0.10
H 4.17684 7.47027 10.72323  0.10
H 1.72774 7.49531 10.22361  0.11
H 0.99877 7.91041 7.87790  0.07
H 2.74197 8.27574 6.13676  0.10

=====

DFT total energy of number 3 (C60H64F4N10O4S)? -108051.8312 eV

=====

Which value of DFT total energy does entry 3 give? -108051.8312 eV